{"formula": "C2H2N2O3", "method": "ωB97M-V/def2-TZVPD", "elements": ["N", "C", "O", "O", "C", "O", "N", "H", "H"], "coordinates": [[-1.42, -0.85, -0.04], [0.21, 0.33, 0.02], [-0.52, -0.38, -1.03], [0.15, 1.67, -0.04], [1.61, -0.09, 0.05], [-0.59, -0.27, 1.03], [2.67, -0.53, 0.04], [-0.78, 1.98, -0.04], [-1.33, -1.87, 0.01]], "nbo_charge": [-0.036, 0.652, -0.382, -0.652, 0.199, -0.383, -0.236, 0.505, 0.334], "e_homo_ha": -0.37985, "smiles": "N#CC1(O)ONO1", "homo_lumo_gap_ha": 0.4020, "lumo_energy_ev": 0.603, "de_lowest_kj_mol": 426.6, "multiplicity": 1}